Here is a cluster of 2 separate species, C3H4BrNO in total in a non-equilibrium geometry from the Open Molecules 2025 dataset. Energies are from the ωB97M-V functional and the def2-TZVPD basis.

Properties
Relative energy (zero: lowest compared OMol25 entry of this formula, charge and spin) ... 339.2 kJ/mol
E_HOMO (alpha / beta) ... -8.5 / -8.5 eV
Orbital gap (alpha / beta) ... 0.3160 / 0.3160 hartree
Molecular weight ... 149.98 g mol⁻¹
Total charge ... 0
Spin multiplicity ... 1

Last column: Löwdin charge in e.
Cartesian coordinates (Å):
C: -0.152 1.082 -0.732  -0.64
C: -0.316 -1.675 -0.954  -0.21
C: 0.517 0.632 1.616  0.01
N: 0.230 0.987 0.450  -0.14
O: -0.919 -2.038 0.012  -0.02
Br: -0.535 2.620 -1.666  0.69
H: -0.764 -1.501 -1.924  0.07
H: 0.690 -1.273 -0.878  0.05
H: 1.600 0.670 1.869  0.10
H: -0.351 0.497 2.206  0.08



Here is an isolated molecule of C3H4BrNO from the Open Molecules 2025 dataset. Energies are from the ωB97M-V functional and the def2-TZVPD basis.

Properties
Relative energy (zero: lowest compared OMol25 entry of this formula, charge and spin) ... 0.0 kJ/mol
E_HOMO ... -10.0 eV
Orbital gap ... 0.3961 hartree
Molecular weight ... 149.98 g mol⁻¹
SMILES ... O=C1NC[C@H]1Br
Total charge ... 0
Spin multiplicity ... 1

Last column: Löwdin charge in e.
Cartesian coordinates (Å):
O: -1.419 1.668 1.977  0.09
C: -0.927 0.956 1.155  -0.56
N: 0.077 0.050 1.180  0.09
C: -0.014 -0.334 -0.215  -0.19
C: -1.140 0.703 -0.351  -0.59
Br: -2.873 -0.009 -0.828  0.70
H: 0.675 -0.279 1.920  0.15
H: -0.324 -1.370 -0.371  0.10
H: 0.887 -0.124 -0.797  0.11
H: -0.944 1.553 -1.001  0.09



Here is a cluster of 2 separate species, C3H4BrNO in total from the Open Molecules 2025 dataset. Energies are from the ωB97M-V functional and the def2-TZVPD basis.

Properties
Relative energy (zero: lowest compared OMol25 entry of this formula, charge and spin) ... 43.2 kJ/mol
E_HOMO ... -8.3 eV
Orbital gap ... 0.3401 hartree
Molecular weight ... 149.98 g mol⁻¹
Total charge ... 0
Spin multiplicity ... 1

Last column: Löwdin charge in e.
Cartesian coordinates (Å):
C: -1.381 -0.320 0.240  -0.34
C: 3.070 1.507 0.391  -0.06
C: -0.364 -0.934 0.840  -0.57
N: -1.412 0.105 -1.057  0.04
O: 4.046 1.414 -0.167  0.01
Br: 1.304 -1.214 -0.046  0.65
H: -2.299 -0.184 0.797  0.11
H: -0.531 0.103 -1.542  0.04
H: -0.392 -1.328 1.838  0.03
H: -2.040 0.852 -1.293  0.09



Here is a structure of composition C3H4BrNO in a non-equilibrium geometry from the Open Molecules 2025 dataset. Energies are from the ωB97M-V functional and the def2-TZVPD basis.

Properties
Relative energy (zero: lowest compared OMol25 entry of this formula, charge and spin) ... 104.1 kJ/mol
E_HOMO ... -8.8 eV
Orbital gap ... 0.3509 hartree
Molecular weight ... 149.98 g mol⁻¹
Total charge ... 0
Spin multiplicity ... 1

Last column: Löwdin charge in e.
Cartesian coordinates (Å):
C: 0.022 -1.354 -0.002  -0.39
C: 0.417 0.822 -0.150  -0.25
C: -0.786 0.336 0.665  -0.59
N: 0.809 -0.495 -0.627  0.05
O: -0.167 -2.505 0.153  0.12
Br: -2.509 0.691 -0.064  0.65
H: 0.173 1.509 -0.963  0.10
H: 1.209 1.248 0.475  0.11
H: -0.765 0.469 1.734  0.05
H: 1.599 -0.722 -1.221  0.15



Here is a cluster of 2 separate species, C3H4BrNO2 in total in a non-equilibrium geometry from the Open Molecules 2025 dataset. Energies are from the ωB97M-V functional and the def2-TZVPD basis.

Properties
Relative energy (zero: lowest compared OMol25 entry of this formula, charge and spin) ... 654.6 kJ/mol
E_HOMO (alpha / beta) ... -10.3 / -9.3 eV
Orbital gap (alpha / beta) ... 0.3031 / 0.2930 hartree
Molecular weight ... 165.97 g mol⁻¹
Total charge ... 0
Spin multiplicity ... 1

Last column: Löwdin charge in e.
Cartesian coordinates (Å):
C: -0.117 0.697 -0.421  0.05
C: 0.422 -0.523 -0.408  -0.23
C: 0.719 -1.294 0.776  -0.69
N: 1.307 -0.658 1.951  -0.49
O: 1.179 0.539 2.063  0.05
O: 1.891 -1.382 2.723  0.00
Br: 1.206 -3.079 0.618  0.85
H: -0.238 1.232 -1.346  0.07
H: -0.447 1.185 0.479  0.07
H: 0.674 -1.015 -1.338  0.09
H: -1.039 -1.235 1.876  0.22



Here is an isolated molecule of C3H4BrNO2 in a non-equilibrium geometry from the Open Molecules 2025 dataset. Energies are from the ωB97M-V functional and the def2-TZVPD basis.

Properties
Relative energy (zero: lowest compared OMol25 entry of this formula, charge and spin) ... 458.6 kJ/mol
E_HOMO ... -10.4 eV
Orbital gap ... 0.3266 hartree
Molecular weight ... 165.97 g mol⁻¹
SMILES ... O=[N+]([O-])/C=C/CBr
Total charge ... 0
Spin multiplicity ... 1

Last column: Löwdin charge in e.
Cartesian coordinates (Å):
O: -0.957 -2.396 3.460  0.09
N: -1.112 -1.984 2.325  -0.38
O: -2.178 -1.928 1.703  0.06
C: -0.067 -1.494 1.474  -0.07
C: -0.062 -0.797 0.277  -0.08
C: 1.153 -1.163 -0.650  -0.40
Br: 1.270 -3.249 -1.103  0.46
H: 0.966 -1.833 1.625  0.11
H: -0.880 -0.076 -0.036  0.13
H: 2.069 -1.004 0.071  0.10
H: 1.311 -0.919 -1.618  -0.03



Here is an isolated molecule of C3H4BrNO3 in a non-equilibrium geometry from the Open Molecules 2025 dataset. Energies are from the ωB97M-V functional and the def2-TZVPD basis.

Properties
Relative energy (zero: lowest compared OMol25 entry of this formula, charge and spin) ... 390.2 kJ/mol
E_HOMO ... -10.6 eV
Orbital gap ... 0.3752 hartree
Molecular weight ... 181.97 g mol⁻¹
SMILES ... CC(=O)[C@@H](Br)[N+](=O)[O-]
Total charge ... 0
Spin multiplicity ... 1

Last column: Löwdin charge in e.
Cartesian coordinates (Å):
C: -0.720 -0.896 -1.097  0.00
C: 0.557 -0.772 -0.342  -0.44
O: 1.639 -1.180 -0.677  0.09
C: 0.327 0.177 0.964  -0.57
Br: 1.843 0.124 2.086  0.83
N: 0.110 1.594 0.486  -0.46
O: -0.939 1.756 -0.057  0.08
O: 0.943 2.413 0.661  0.07
H: -0.548 -1.521 -1.874  0.05
H: -1.019 0.079 -1.183  0.03
H: -1.621 -1.418 -0.508  0.16
H: -0.572 -0.355 1.540  0.16



Here is a structure of composition C3H4CdO3 in a non-equilibrium geometry from the Open Molecules 2025 dataset. Energies are from the ωB97M-V functional and the def2-TZVPD basis.

Properties
Relative energy (zero: lowest compared OMol25 entry of this formula, charge and spin) ... 0.0 kJ/mol
E_HOMO ... -18.8 eV
Orbital gap ... 0.2538 hartree
Molecular weight ... 200.47 g mol⁻¹
Total charge ... +2
Spin multiplicity ... 1

Last column: Löwdin charge in e.
Cartesian coordinates (Å):
C: -0.191 -1.438 0.444  -0.19
C: -1.206 -0.926 -0.237  0.09
O: 1.139 -1.229 0.056  -0.18
H: -0.283 -2.069 1.327  0.15
H: -1.090 -0.286 -1.113  0.08
H: -2.208 -1.286 -0.012  0.11
H: 1.685 -1.999 0.271  0.15
O: -0.830 3.652 -0.045  0.38
C: 0.067 2.943 -0.105  -0.29
O: 0.922 2.154 -0.235  0.03
Cd: 1.994 0.486 -0.351  1.66



Here is an isolated molecule of C3H4Cl2N2O in a non-equilibrium geometry from the Open Molecules 2025 dataset. Energies are from the ωB97M-V functional and the def2-TZVPD basis.

Properties
Relative energy (zero: lowest compared OMol25 entry of this formula, charge and spin) ... 0.0 kJ/mol
E_HOMO ... -9.5 eV
Orbital gap ... 0.3511 hartree
Molecular weight ... 154.98 g mol⁻¹
Total charge ... 0
Spin multiplicity ... 1

Last column: Löwdin charge in e.
Cartesian coordinates (Å):
C: -0.790 0.495 -0.788  -0.52
C: -1.175 0.059 0.654  -0.19
C: 1.342 -0.245 -0.098  -1.16
N: 0.465 0.178 -1.111  0.02
N: -0.102 -0.755 1.244  0.01
O: -1.588 1.170 -1.421  0.06
Cl: 2.434 -1.572 -0.328  0.63
Cl: 2.213 1.047 0.686  0.62
H: -1.126 1.202 1.198  0.18
H: -2.189 -0.387 0.844  0.13
H: 0.786 0.559 -1.993  0.17
H: -0.267 -1.752 1.113  0.05



Here is an isolated molecule of C3H4Cl2N2S in a non-equilibrium geometry from the Open Molecules 2025 dataset. Energies are from the ωB97M-V functional and the def2-TZVPD basis.

Properties
Relative energy (zero: lowest compared OMol25 entry of this formula, charge and spin) ... 34.0 kJ/mol
E_HOMO ... -9.1 eV
Orbital gap ... 0.3582 hartree
Molecular weight ... 171.05 g mol⁻¹
SMILES ... N[C@@]1(Cl)CC(Cl)=NS1
Total charge ... 0
Spin multiplicity ... 1

Last column: Löwdin charge in e.
Cartesian coordinates (Å):
N: -0.434 -0.927 0.544  -0.03
C: -0.189 0.385 0.984  -1.11
Cl: 1.291 0.307 2.039  0.54
C: 0.197 1.454 -0.238  -0.17
C: -0.778 2.558 0.155  -0.86
Cl: -0.969 3.830 -1.026  0.65
N: -1.703 2.414 1.017  -0.31
S: -1.495 1.065 2.004  0.91
H: -1.311 -1.191 0.829  0.02
H: 0.281 -1.643 0.255  0.13
H: -0.075 0.965 -1.209  0.12
H: 1.268 1.844 -0.120  0.11



Here is an isolated molecule of C3H4Cl2N2S in a non-equilibrium geometry from the Open Molecules 2025 dataset. Energies are from the ωB97M-V functional and the def2-TZVPD basis.

Properties
Relative energy (zero: lowest compared OMol25 entry of this formula, charge and spin) ... 232.2 kJ/mol
E_HOMO ... -9.1 eV
Orbital gap ... 0.3169 hartree
Molecular weight ... 171.05 g mol⁻¹
SMILES ... NN1CC(Cl)(Cl)C1=S
Total charge ... 0
Spin multiplicity ... 1

Last column: Löwdin charge in e.
Cartesian coordinates (Å):
N: 1.811 0.955 -0.560  0.05
N: 0.392 0.323 -0.542  -0.19
C: -0.637 0.857 0.279  -0.22
C: -1.186 -0.583 0.465  -1.18
Cl: -2.747 -0.794 -0.321  0.65
Cl: -1.294 -1.165 2.161  0.61
C: 0.009 -1.027 -0.343  -0.87
S: 0.786 -2.425 -0.781  0.64
H: 2.201 0.223 0.266  0.16
H: 2.241 0.991 -1.594  0.13
H: -1.448 1.390 -0.213  0.10
H: -0.128 1.255 1.183  0.13



Here is a cluster of 2 separate species, C3H4Cl2N4 in total in a non-equilibrium geometry from the Open Molecules 2025 dataset. Energies are from the ωB97M-V functional and the def2-TZVPD basis.

Properties
Relative energy (zero: lowest compared OMol25 entry of this formula, charge and spin) ... 0.0 kJ/mol
E_HOMO ... -9.9 eV
Orbital gap ... 0.3528 hartree
Molecular weight ... 167.00 g mol⁻¹
SMILES ... Nc1cc(Cl)nnn1.Cl
Total charge ... 0
Spin multiplicity ... 1

Last column: Löwdin charge in e.
Cartesian coordinates (Å):
N: 2.149 -0.026 0.814  0.16
C: 0.992 -0.018 0.019  -0.34
C: 0.676 -0.872 -1.051  0.01
C: -0.605 -0.530 -1.534  -0.70
Cl: -1.413 -1.461 -2.803  0.64
N: -1.232 0.606 -1.375  -0.02
N: -0.819 1.363 -0.398  -0.01
N: 0.188 0.995 0.371  0.05
H: 2.166 0.620 1.513  0.06
H: 2.549 -0.855 1.022  0.05
H: 1.402 -1.521 -1.438  0.10
Cl: -2.723 1.318 2.658  0.33
H: -3.330 0.382 2.202  -0.33



> What is the relative energy (zero: lowest compared OMol25 entry of this formula, charge and spin) in the sixth record?

458.6 kJ/mol



> spin multiplicity of number 3 (C3H4BrNO)?

1